*1*
The following is a quantum chemistry calculation of 2 unconnected molecules or ions with the total composition C2H6NP, from OMol25.

Geometry (Å):
C -0.68674 0.06958 0.17387
C 1.59614 0.71391 0.08006
N 0.22366 0.88039 0.24820
P -2.46789 -0.02855 0.15297
H 0.70269 -1.48917 -0.33775
H 1.65356 -0.41170 -0.43091
H 1.77358 0.70681 1.10197
H 2.14282 1.44217 -0.43375
H -2.59473 -1.46453 0.52663
H -2.34308 -0.41890 -1.08128

spin multiplicity: 1
orbital gap: 8.27 eV

*2*
The following is a quantum chemistry calculation of a single C2H6NP molecule, from OMol25.

Geometry (Å):
H 0.93381 -0.99654 -1.75825
N 0.09496 -0.68289 -1.37443
C 0.04276 -0.08447 -0.25472
C -1.35677 0.33596 0.13992
P 1.35836 0.55713 0.96232
H -1.70344 0.60972 1.15018
H -2.06070 -0.26520 -0.44357
H -1.24626 1.28691 -0.40174
H 2.46814 0.13050 0.24738
H 1.46914 -0.89111 1.73292

SMILES string: [H]/N=C(/C)P
spin multiplicity: 1
orbital gap: 9.92 eV

Stability ranking, top entry: *2*; the second entry is 0.1346 hartree less favorable.

*1*
The following is a quantum chemistry calculation of a single C12H13NO2 molecule, from OMol25.

Geometry (Å):
O -2.25215 -2.53004 0.57253
C -2.17250 -1.39691 0.15379
C -3.43688 -0.64275 -0.21104
C -3.41160 0.89581 0.00800
C -2.01839 1.43814 -0.40789
C -0.85320 0.80907 0.36569
C -0.78005 -0.67701 0.09509
N 0.34387 -1.37150 -0.08528
O 0.48055 -2.54349 -0.51925
C 1.65284 -0.67017 0.02847
C 2.15986 -0.24744 1.23755
C 3.37274 0.44182 1.19809
C 4.27339 0.41176 0.12451
C 3.74296 -0.09001 -1.07108
C 2.40183 -0.53475 -1.11768
H -3.58954 -0.72811 -1.32713
H -4.13539 -0.97462 0.46489
H -4.30123 1.17136 -0.64266
H -3.52489 1.05470 1.12137
H -1.85837 2.43935 -0.18543
H -1.71626 1.16838 -1.51403
H -1.13038 1.11655 1.33663
H 0.03628 1.20296 0.02443
H 1.54498 -0.30881 2.08913
H 3.79784 0.84166 2.16795
H 5.22616 0.71878 0.07800
H 4.27300 -0.06663 -1.91692
H 1.87452 -0.92812 -2.06772

SMILES string: O=C1CCCC/C1=[N+](/[O-])c1ccccc1
spin multiplicity: 1
orbital gap (alpha / beta): 8.75 / 8.75 eV

*2*
The following is a quantum chemistry calculation of a single C12H13NO2 molecule, from OMol25.

Geometry (Å):
C -0.72372 0.54342 2.70043
C -1.22172 -0.81404 2.18845
C -0.20004 -1.56062 1.29211
C -0.89717 -2.75456 0.64963
C 0.34782 -0.60040 0.25759
C 1.68542 -0.19766 0.28608
C 2.19525 0.72104 -0.63943
C 1.32394 1.22150 -1.58893
C 0.00241 0.81308 -1.64409
C -0.50856 -0.09655 -0.73783
C -0.66687 1.51467 -2.78504
O -1.74259 1.29842 -3.25505
N 0.27071 2.44380 -3.20808
C 1.54522 2.21786 -2.67435
O 2.54582 2.73063 -3.07419
H 0.35043 0.55725 2.85774
H -1.17188 0.74838 3.67118
H -1.00835 1.35694 2.04504
H -1.53089 -1.45174 3.01121
H -2.10057 -0.62835 1.57327
H 0.60765 -1.89352 1.93976
H -1.29092 -3.38896 1.44310
H -0.22991 -3.37358 0.05717
H -1.74884 -2.43381 0.06200
H 2.33563 -0.59860 1.04931
H 3.22379 1.04521 -0.61874
H -1.54337 -0.39254 -0.79918
H 0.15132 2.97275 -4.05916

SMILES string: CC[C@@H](C)c1ccc2c(c1)C(=O)NC2=O
spin multiplicity: 1
orbital gap: 9.56 eV

Stability ranking, top entry: *2*; the second entry is 0.2052 hartree less favorable.

*1*
The following is a quantum chemistry calculation of a single C3H5NS2 molecule, from OMol25.

Geometry (Å):
S -0.32567 -2.30505 0.38396
C 0.05656 -1.03309 -0.58994
S 0.84611 -1.30624 -2.13088
C -0.25453 0.34186 -0.16149
C 0.29712 0.81511 1.10885
N -1.12580 0.76035 0.96721
H 0.73728 -0.10648 -2.68867
H -0.23846 1.02946 -0.98619
H 0.87003 0.09465 1.75061
H 0.69917 1.83340 1.11869
H -1.56180 -0.12397 1.22785

SMILES string: S=C(S)[C@@H]1CN1
spin multiplicity: 1
orbital gap: 8.66 eV

*2*
The following is a quantum chemistry calculation of a single C3H5NS2 molecule, from OMol25.

Geometry (Å):
C -0.03491 1.61081 0.55563
C 0.55422 1.31644 -0.73703
C -0.70724 -1.72146 0.05274
N -0.32748 0.85745 1.47260
S 1.67711 0.03740 -0.83968
S 1.04725 -1.18357 0.49375
H 0.02066 2.79594 0.53022
H 0.68369 2.16137 -1.37139
H -1.00262 -1.46287 -0.90079
H -1.28412 -1.56729 0.92325
H -0.62656 -2.84422 -0.17929

spin multiplicity: 1
orbital gap (alpha / beta): 7.21 / 7.49 eV

Stability ranking, top entry: *1*; the second entry is 0.0926 hartree less favorable.

*1*
The following is a quantum chemistry calculation of a molecular structure, C4H6OS2, from OMol25.

Geometry (Å):
C -1.59255 -0.32725 0.51807
C 0.45384 1.21672 -0.34835
C 1.23375 0.43078 -1.25951
C -0.24013 -0.13021 0.95824
O 0.18697 2.32150 -0.13540
S -2.95345 0.60816 0.75507
S 0.70146 -1.66140 0.72825
H -1.71409 -1.16252 -0.10193
H 1.71827 1.11134 -1.93429
H 1.95443 -0.06535 -0.82304
H 0.54649 -0.24162 -1.67886
H -0.08896 0.26169 1.86822
H -0.20603 -2.36183 1.45352

spin multiplicity: 1
orbital gap: 8.07 eV

*2*
The following is a quantum chemistry calculation of a single C4H6OS2 molecule, from OMol25.

Geometry (Å):
O 0.39708 -1.36059 1.43076
C 0.31930 -1.14067 -0.11132
C 1.41577 -0.88521 -0.98796
C 1.84016 0.39267 -0.32988
S 0.41211 1.50933 0.31716
C -0.64338 0.09834 -0.21185
S -2.21062 -0.03260 -0.26133
H 0.52950 -0.43687 1.70124
H -0.48436 -1.86382 -0.59345
H 1.01888 -0.85399 -2.08810
H 2.29940 -1.55894 -1.01079
H 2.33353 1.01339 -1.14213
H 2.31153 0.16633 0.63987

SMILES string: O[C@@H]1CCSC1=S
spin multiplicity: 1
orbital gap: 8.46 eV

*3*
The following is a quantum chemistry calculation of a molecular structure, C4H6OS2, from OMol25.

Geometry (Å):
C 1.49619 0.02294 0.49927
C 0.30325 0.41040 -0.30602
C -1.93092 0.28225 -0.12744
C 0.17511 -0.73199 0.82233
H 2.32921 -0.23275 -1.68675
H 1.52486 0.36945 1.44896
H 0.41556 0.09197 -1.39647
H -2.37754 0.29137 -1.22010
H -2.60190 0.51594 0.74718
H -0.28386 -0.40113 1.83136
O -0.85632 1.20837 -0.14880
S 2.98158 -0.40475 -0.22885
S -1.17523 -1.42208 -0.23468

spin multiplicity: 1
orbital gap: 8.53 eV

*4*
The following is a quantum chemistry calculation of a single C4H6OS2 molecule, from OMol25.

Geometry (Å):
C 1.37800 -2.23595 0.16600
C 0.03406 -0.31939 1.14161
C 0.18392 0.47031 -0.03326
C 0.11474 -0.43382 -1.27554
O 2.77042 -0.44831 -1.01039
S 1.85507 -3.62434 0.67372
S 1.72650 -1.37823 -1.34432
H -0.86520 -0.71596 1.39737
H 0.94322 -0.31216 1.92804
H -0.68836 1.27877 0.07771
H 1.19408 0.94495 0.04236
H -0.64829 -1.29288 -1.01038
H 0.08280 -0.02692 -2.30415

spin multiplicity: 1
orbital gap (alpha / beta): 6.95 / 6.95 eV

Stability ranking, top entry: *2*; the second entry is 0.0054 hartree less favorable.